1.
The following is a DFT calculation (wB97M-V/def2-TZVPD) of a molecular structure, C24H26F6N7O6PRbS2.

Its total charge is -1. Its HOMO energy is -0.2120 Eh. The value obtained for the total energy is -95949.117 eV. The value obtained for the HOMO-LUMO gap is 7.71 eV.

Each line ends with the natural charge from an NBO analysis.
Geometry (Å):
Rb -0.73 0.42 -0.26  0.922
C 5.56 -0.15 -1.68  -0.400
N 4.64 -0.14 -0.56  -0.340
C 5.00 0.01 0.76  -0.110
C 3.83 0.03 1.46  -0.085
N 2.77 -0.09 0.62  -0.416
C 3.28 -0.19 -0.59  0.083
P 2.39 -0.31 -2.17  0.707
C 1.56 1.34 -2.05  0.037
N 1.89 2.24 -1.14  -0.476
C 1.26 3.39 -1.50  -0.072
C 0.53 3.18 -2.63  -0.072
N 0.73 1.88 -2.98  -0.343
C 0.00 1.16 -4.01  -0.417
C 1.25 -1.71 -1.80  0.034
N 0.97 -2.21 -0.61  -0.460
C 0.26 -3.35 -0.83  -0.076
C 0.12 -3.56 -2.17  -0.079
N 0.76 -2.52 -2.79  -0.338
C 0.74 -2.31 -4.22  -0.409
H 6.57 -0.22 -1.29  0.206
H 5.47 0.77 -2.26  0.211
H 5.36 -1.00 -2.32  0.216
H 6.03 0.08 1.06  0.207
H 3.71 0.13 2.53  0.203
H 1.32 4.28 -0.90  0.208
H -0.16 3.79 -3.18  0.218
H -0.26 1.86 -4.80  0.209
H -0.91 0.73 -3.59  0.270
H 0.64 0.39 -4.42  0.194
H -0.15 -3.94 -0.03  0.225
H -0.43 -4.29 -2.74  0.227
H 0.78 -3.27 -4.72  0.209
H 1.61 -1.72 -4.52  0.212
H -0.18 -1.79 -4.51  0.228
C -7.74 5.13 -1.17  -0.621
C -6.37 4.49 -1.15  -0.022
C -5.59 4.42 -2.28  -0.233
C -4.33 3.82 -2.27  0.028
C -3.57 3.73 -3.56  -0.617
C -3.82 3.32 -1.07  -0.173
C -4.60 3.39 0.10  0.129
C -4.13 2.81 1.40  -0.652
C -5.86 3.97 0.03  -0.264
C -2.47 2.61 -1.05  0.756
O -2.27 1.75 -1.94  -0.815
O -1.68 2.89 -0.12  -0.781
H -8.04 5.36 -2.19  0.206
H -7.76 6.05 -0.60  0.208
H -8.49 4.46 -0.75  0.211
H -5.96 4.82 -3.22  0.190
H -3.95 4.46 -4.27  0.191
H -3.67 2.73 -3.99  0.236
H -2.50 3.89 -3.42  0.210
H -3.91 1.75 1.31  0.221
H -4.91 2.93 2.16  0.193
H -3.21 3.28 1.75  0.242
H -6.46 4.00 0.94  0.192
F -4.67 0.15 -0.78  -0.309
C -4.54 -0.67 -1.82  0.732
F -5.61 -1.48 -1.85  -0.317
F -4.53 0.04 -2.94  -0.307
S -2.96 -1.68 -1.65  2.280
O -2.45 -1.34 -0.35  -0.987
O -2.14 -1.30 -2.78  -0.960
N -3.43 -3.15 -1.83  -1.262
S -3.94 -4.17 -0.75  2.273
O -2.89 -5.00 -0.24  -0.938
O -4.92 -3.67 0.17  -0.929
C -4.88 -5.23 -1.93  0.714
F -5.46 -6.24 -1.25  -0.325
F -4.09 -5.77 -2.87  -0.319
F -5.85 -4.54 -2.54  -0.314

---

2.
The following is a DFT calculation (wB97M-V/def2-TZVPD) of a molecular structure, C57H37AlBrF9NO2PSe.

Its total charge is 0. Its HOMO energy is -0.2995 Eh. The value obtained for the total energy is -241032.038 eV. The value obtained for the HOMO-LUMO gap is 8.01 eV. For the energy above the lowest of the compared OMol25 structures with the same formula, charge and spin, the calculation gives 0.000 eV.

Each line ends with the Mulliken charge.
Geometry (Å):
Al -1.68 -0.47 0.47  -1.883
O -1.92 0.51 -0.92  0.570
C -2.52 1.76 -1.06  1.134
C -3.58 1.95 0.05  -1.146
C -3.00 1.94 1.44  0.821
C -3.17 2.99 2.32  -0.877
C -2.66 2.90 3.60  -1.118
C -1.98 1.76 3.99  -0.744
C -1.82 0.74 3.07  0.169
C -1.10 -0.54 3.40  -0.449
C 0.18 -0.81 2.55  2.080
O -0.13 -0.69 1.18  0.792
C 0.70 -2.21 2.84  -0.084
C 1.25 -2.95 1.80  0.190
C 1.80 -4.20 2.03  -0.803
C 1.80 -4.74 3.31  -0.959
C 1.24 -4.01 4.36  -0.898
C 0.70 -2.76 4.12  0.169
C 1.25 0.25 2.90  0.444
C 2.40 -0.06 3.62  -0.648
C 3.33 0.93 3.92  -0.893
C 3.14 2.23 3.49  -0.895
C 2.01 2.54 2.76  -0.903
C 1.07 1.56 2.46  -0.104
N -2.32 0.85 1.83  1.228
C -3.17 1.81 -2.45  0.170
C -2.65 0.98 -3.44  -0.052
C -3.16 1.01 -4.73  -0.957
C -4.21 1.86 -5.05  -0.636
C -4.75 2.67 -4.06  -1.037
C -4.23 2.65 -2.77  -0.226
C -1.48 2.89 -0.93  0.753
C -1.84 4.22 -1.14  -0.376
C -0.90 5.24 -1.00  -1.198
C 0.41 4.94 -0.67  -1.438
C 0.78 3.62 -0.47  -0.686
C -0.16 2.60 -0.59  1.030
H -4.30 1.12 -0.04  0.490
H -4.12 2.88 -0.08  0.588
H -3.71 3.87 1.99  0.534
H -2.79 3.72 4.30  0.460
H -1.58 1.65 4.99  0.567
H -1.78 -1.38 3.22  -0.903
H -0.85 -0.54 4.46  0.965
H 1.25 -2.54 0.80  0.268
H 2.23 -4.76 1.21  0.507
H 2.22 -5.72 3.49  0.392
H 1.23 -4.43 5.36  0.465
H 0.29 -2.21 4.96  0.355
H 2.58 -1.07 3.95  0.424
H 4.22 0.66 4.48  0.449
H 3.88 2.99 3.72  0.419
H 1.85 3.55 2.40  0.516
H 0.22 1.82 1.86  -0.240
H -1.85 0.30 -3.18  0.412
H -2.74 0.35 -5.48  0.484
H -4.61 1.87 -6.05  0.399
H -5.58 3.33 -4.29  0.430
H -4.68 3.29 -2.03  0.275
H -2.85 4.48 -1.42  0.286
H -1.20 6.27 -1.17  0.432
H 1.15 5.73 -0.58  0.443
H 1.80 3.37 -0.23  0.958
H 0.14 1.57 -0.46  -0.283
F 0.41 -3.71 -6.81  -0.310
C 0.68 -2.98 -5.73  0.453
C 1.72 -2.07 -5.76  0.420
F 2.45 -1.93 -6.86  -0.307
C 1.99 -1.31 -4.63  0.528
F 3.04 -0.49 -4.70  -0.357
C 1.24 -1.42 -3.47  -0.620
P 1.43 -0.33 -1.99  1.763
C 2.09 1.21 -2.72  0.366
C 3.39 1.68 -2.55  -0.485
C 3.75 2.92 -3.06  -0.717
C 2.83 3.68 -3.77  -0.646
C 1.54 3.21 -3.95  -0.691
C 1.17 1.99 -3.41  -0.337
C 2.87 -1.09 -1.15  0.056
C 3.49 -2.26 -1.57  -0.829
C 4.51 -2.82 -0.81  -0.739
C 4.93 -2.21 0.35  -0.863
C 4.32 -1.04 0.78  -0.542
C 3.28 -0.49 0.04  -0.044
C 0.21 -2.37 -3.46  -0.011
Br -0.82 -2.72 -1.92  -0.177
C -0.07 -3.14 -4.58  0.178
F -1.04 -4.05 -4.58  -0.329
H 4.11 1.09 -2.01  0.431
H 4.76 3.28 -2.92  0.435
H 3.13 4.64 -4.18  0.389
H 0.81 3.81 -4.49  0.484
H 0.14 1.65 -3.51  0.075
H 3.18 -2.75 -2.48  0.378
H 4.98 -3.74 -1.15  0.413
H 5.73 -2.64 0.94  0.398
H 4.63 -0.56 1.70  0.464
H 2.78 0.40 0.41  0.219
F -2.24 -5.62 5.11  -0.368
C -2.51 -4.82 4.08  0.554
C -3.44 -3.80 4.21  0.557
F -4.06 -3.62 5.38  -0.337
C -3.72 -2.98 3.13  0.265
F -4.62 -2.01 3.31  -0.437
C -3.08 -3.13 1.91  -0.239
Se -3.50 -2.01 0.42  0.100
C -2.15 -4.17 1.81  0.447
F -1.53 -4.40 0.65  -0.484
C -1.87 -5.01 2.87  0.277
F -1.01 -6.01 2.73  -0.412

---

3.
The following is a DFT calculation (wB97M-V/def2-TZVPD) of C4H6O2 in the gas phase.

Its total charge is 0. As for the SMILES: OCC1=C[C@H]1O. Its HOMO energy is -0.3578 Eh. The value obtained for the total energy is -8336.495 eV. The value obtained for the HOMO-LUMO gap is 10.54 eV. For the energy above the lowest of the compared OMol25 structures with the same formula, charge and spin, the calculation gives 3.966 eV.

Each line ends with the natural charge from an NBO analysis.
Geometry (Å):
C -0.82 0.80 -0.46  0.035
C -1.46 -0.04 0.57  -0.147
C -0.29 -0.39 0.14  -0.054
C 0.87 -1.30 0.07  -0.101
O -0.41 2.14 -0.33  -0.722
O 2.00 -0.44 0.13  -0.704
H -1.36 0.79 -1.41  0.132
H -2.25 -0.14 1.36  0.236
H 0.82 -2.14 -0.77  0.207
H 0.85 -1.90 0.99  0.178
H 0.38 2.22 -0.82  0.467
H 1.67 0.40 0.52  0.474

---

4.
The following is a DFT calculation (wB97M-V/def2-TZVPD) of O2 in the gas phase.

Its total charge is 0. As for the SMILES: O=O. Its HOMO energy is -0.3606 Eh. The value obtained for the total energy is -4089.772 eV. The value obtained for the HOMO-LUMO gap is 7.88 eV. For the energy above the lowest of the compared OMol25 structures with the same formula, charge and spin, the calculation gives 0.007 eV.

Each line ends with the natural charge from an NBO analysis.
Geometry (Å):
O 0.50 -0.14 0.29  0.000
O -0.50 0.14 -0.29  0.000